Record 1
DFT (ωB97M-V with the def2-TZVPD basis set) results for one molecule with the formula C4H8S at a distorted geometry.

Each line ends with the Löwdin charge.
Element x y z (Å)
C: -1.34451 -0.68558 -0.35451  -0.187
C: -1.26889 0.75787 0.17170  -0.269
C: 0.16202 1.34235 -0.01046  -0.546
C: 0.01494 -1.27637 0.29427  -0.494
H: -2.00545 -1.29851 0.26310  0.107
H: -1.41395 -0.78159 -1.36044  0.069
H: -1.03555 0.50186 1.29758  0.125
H: -1.91956 1.68226 -0.00111  0.125
H: 0.09370 2.17226 -0.86139  0.103
H: 0.71521 1.88018 0.92151  0.092
H: 0.20774 -1.81551 -0.45234  -0.046
H: 0.06387 -1.57813 1.34986  0.096
S: 1.24454 -0.09952 -0.11017  0.825

Forces on atoms 1 to 2 (eV/Å):
C 1.2 0.8 5.7
C 1.8 1.1 3.5

Output
Relative energy (zero: lowest compared OMol25 entry of this formula, charge and spin)   55.0 kcal per mole
HOMO energy   -8.22 eV
Energy   -15110.0006 eV
SMILES   C1CCSC1
HOMO-LUMO gap   9.21 eV
2S+1   1
LUMO level   0.99 eV

=====

Record 2
DFT (ωB97M-V with the def2-TZVPD basis set) results for a 9-piece molecular cluster, C5H27N3O8 overall at a distorted geometry.

Each line ends with the Löwdin charge.
Element x y z (Å)
C: 1.74831 1.38529 0.36158  -0.082
C: 0.22239 1.26541 0.29096  -0.123
C: -0.53024 2.09962 -0.63634  -0.215
C: -0.50184 3.46380 -0.86398  0.026
N: -1.49642 3.73862 -1.76729  0.128
C: -2.11293 2.58591 -2.09794  -0.022
N: -1.55730 1.61408 -1.41320  0.138
N: 2.46948 0.23528 -0.36036  0.169
H: 2.12455 2.31323 -0.01753  0.121
H: 1.99050 1.28424 1.41966  0.128
H: -0.04573 0.22692 0.12017  0.099
H: -0.07266 1.63912 1.32124  0.157
H: 0.21027 4.14428 -0.45274  0.139
H: -1.89503 4.63965 -1.98027  0.184
H: -3.06431 2.44663 -2.60582  0.175
H: -1.71033 0.59971 -1.38761  0.120
H: 1.89882 -0.07933 -1.18554  0.122
H: 3.37464 0.42341 -0.77834  0.160
H: 2.44364 -0.71731 0.14173  0.091
H: -2.35667 -0.28892 0.89376  0.019
H: -3.19152 -1.35755 0.25425  0.047
O: -2.57892 -0.64545 0.01824  -0.058
H: -0.06530 -4.37581 -0.34052  0.057
H: -0.96161 -3.60105 0.63737  -0.005
O: -0.03239 -3.78383 0.41803  -0.057
H: 0.16577 -0.67794 -3.00604  0.086
H: -0.76405 -1.01035 -1.90777  0.076
O: -0.07750 -0.35046 -2.12489  -0.050
H: -2.87134 -3.97001 1.83793  0.087
H: -2.26030 -2.65099 1.91754  0.048
O: -2.67727 -3.23243 1.23649  -0.062
H: 1.78710 -2.69725 0.67763  0.052
H: 3.21550 -2.67903 1.17871  0.103
O: 2.49753 -2.07793 0.93532  -0.027
H: 2.05622 1.14325 -4.16021  0.060
H: 2.04778 2.45054 -3.50848  0.057
O: 2.02405 1.51318 -3.26618  -0.055
H: -0.41726 -0.83283 2.96634  0.007
H: -1.74003 -0.13931 3.18157  0.073
O: -1.28370 -0.65940 2.50580  -0.083
H: 1.76038 -1.24659 3.15212  0.046
H: 1.21271 -1.09433 4.66566  0.085
O: 1.01504 -1.04406 3.72895  -0.021

Forces on atoms 1 to 2 (eV/Å):
C 0.3 -1.3 0.0
C 0.5 0.3 1.8

Output
Relative energy (zero: lowest compared OMol25 entry of this formula, charge and spin)   0.0 kcal per mole
HOMO energy   -15.96 eV
Energy   -26460.5229 eV
HOMO-LUMO gap   10.77 eV
2S+1   1
Total charge   +2
LUMO level   -5.19 eV

=====

Record 3
DFT (ωB97M-V with the def2-TZVPD basis set) results for one molecule with the formula C5H2N2O at a distorted geometry.

Each line ends with the Löwdin charge.
Element x y z (Å)
C: -0.43864 -0.91569 -0.21090  -0.392
C: -0.63703 -0.58216 1.13273  -0.003
C: 0.06148 0.49295 1.43740  0.005
C: 0.30871 0.35679 -0.69427  -0.222
C: 0.75672 0.75201 -2.03369  -0.091
H: -0.92730 -1.03304 1.88691  0.041
H: 0.20282 1.06987 2.33661  0.121
N: 0.31702 1.29754 0.19495  0.141
N: 0.90533 0.40334 -3.18859  0.165
O: -0.54912 -1.84162 -0.86116  0.235

Forces on atoms 1 to 2 (eV/Å):
C 2.4 4.1 0.2
C 2.6 3.8 -1.8

Output
Relative energy (zero: lowest compared OMol25 entry of this formula, charge and spin)   49.8 kcal per mole
HOMO energy   -10.41 eV
Energy   -10240.5735 eV
SMILES   N#CC1=NC=CC1=O
HOMO-LUMO gap   8.61 eV
2S+1   1
LUMO level   -1.80 eV

=====

Record 4
DFT (ωB97M-V with the def2-TZVPD basis set) results for one molecule with the formula C19H18N4O3.

Each line ends with the Löwdin charge.
Element x y z (Å)
C: -6.22014 -0.20459 1.03934  -0.060
H: -6.84045 0.24761 0.26203  0.097
H: -6.39893 -1.28208 1.04687  0.095
H: -6.44934 0.22980 2.00945  0.091
O: -4.85136 0.06547 0.79810  -0.043
C: -4.32327 -0.51978 -0.30263  -0.578
O: -4.94512 -1.24790 -1.03295  0.104
N: -2.98220 -0.28018 -0.44695  0.112
C: -2.41582 0.82881 -0.10537  -0.034
C: -1.01584 1.02835 -0.18530  -0.050
C: -0.11367 0.02436 -0.63958  -0.250
N: -0.57193 -1.15805 -1.02801  0.083
C: 0.29752 -2.22239 -1.46479  -0.119
C: 1.26502 -2.64411 -0.38464  -0.229
C: 0.84955 -2.72235 0.93827  -0.040
C: 1.73590 -3.10202 1.93005  -0.080
C: 3.04595 -3.41624 1.61005  -0.096
C: 3.46441 -3.34902 0.29235  -0.095
C: 2.57871 -2.96184 -0.69850  -0.065
H: 2.91166 -2.90422 -1.72467  0.112
H: 4.48507 -3.59322 0.03571  0.102
H: 3.73759 -3.71261 2.38472  0.099
H: 1.40296 -3.15517 2.95623  0.102
H: -0.17183 -2.47877 1.19246  0.115
H: -0.33354 -3.06771 -1.75106  0.135
H: 0.86621 -1.89536 -2.34203  0.122
H: -1.59082 -1.25825 -0.97481  0.108
N: 1.21124 0.22958 -0.69794  0.198
C: 1.70865 1.37864 -0.31686  -0.191
N: 0.93236 2.42190 0.12833  0.107
C: 1.48384 3.60402 0.51046  -0.025
C: 2.82407 3.80130 0.47231  -0.045
C: 3.65987 2.75549 0.02754  -0.011
C: 3.12705 1.56203 -0.36321  -0.181
C: 3.94965 0.41541 -0.84386  -0.034
H: 3.72720 -0.47065 -0.25259  0.069
H: 3.68697 0.18239 -1.87376  0.089
H: 5.00949 0.64510 -0.78312  0.081
H: 4.72848 2.90659 -0.00120  0.117
H: 3.24247 4.74484 0.77956  0.107
H: 0.76780 4.34413 0.83727  0.130
C: -0.50785 2.30153 0.20975  -0.358
O: -1.14144 3.26067 0.60134  0.067
H: -2.99432 1.68982 0.23339  0.142

Forces on atoms 1 to 2 (eV/Å):
C -0.4 -0.2 -0.1
H 0.0 0.0 0.1

Output
Relative energy (zero: lowest compared OMol25 entry of this formula, charge and spin)   32.5 kcal per mole
HOMO energy   -8.44 eV
Energy   -32099.3747 eV
SMILES   COC(=O)/N=C/c1c(NCc2ccccc2)nc2c(C)cccn2c1=O
HOMO-LUMO gap   8.04 eV
2S+1   1
LUMO level   -0.40 eV

=====

energy of number 1 (C4H8S)?
-15110.0006 eV

=====

Which formula does entry 3 have?
C5H2N2O

=====

Repeat the fourth record exactly.
DFT (ωB97M-V with the def2-TZVPD basis set) results for one molecule with the formula C19H18N4O3.

Each line ends with the Löwdin charge.
Element x y z (Å)
C: -6.22014 -0.20459 1.03934  -0.060
H: -6.84045 0.24761 0.26203  0.097
H: -6.39893 -1.28208 1.04687  0.095
H: -6.44934 0.22980 2.00945  0.091
O: -4.85136 0.06547 0.79810  -0.043
C: -4.32327 -0.51978 -0.30263  -0.578
O: -4.94512 -1.24790 -1.03295  0.104
N: -2.98220 -0.28018 -0.44695  0.112
C: -2.41582 0.82881 -0.10537  -0.034
C: -1.01584 1.02835 -0.18530  -0.050
C: -0.11367 0.02436 -0.63958  -0.250
N: -0.57193 -1.15805 -1.02801  0.083
C: 0.29752 -2.22239 -1.46479  -0.119
C: 1.26502 -2.64411 -0.38464  -0.229
C: 0.84955 -2.72235 0.93827  -0.040
C: 1.73590 -3.10202 1.93005  -0.080
C: 3.04595 -3.41624 1.61005  -0.096
C: 3.46441 -3.34902 0.29235  -0.095
C: 2.57871 -2.96184 -0.69850  -0.065
H: 2.91166 -2.90422 -1.72467  0.112
H: 4.48507 -3.59322 0.03571  0.102
H: 3.73759 -3.71261 2.38472  0.099
H: 1.40296 -3.15517 2.95623  0.102
H: -0.17183 -2.47877 1.19246  0.115
H: -0.33354 -3.06771 -1.75106  0.135
H: 0.86621 -1.89536 -2.34203  0.122
H: -1.59082 -1.25825 -0.97481  0.108
N: 1.21124 0.22958 -0.69794  0.198
C: 1.70865 1.37864 -0.31686  -0.191
N: 0.93236 2.42190 0.12833  0.107
C: 1.48384 3.60402 0.51046  -0.025
C: 2.82407 3.80130 0.47231  -0.045
C: 3.65987 2.75549 0.02754  -0.011
C: 3.12705 1.56203 -0.36321  -0.181
C: 3.94965 0.41541 -0.84386  -0.034
H: 3.72720 -0.47065 -0.25259  0.069
H: 3.68697 0.18239 -1.87376  0.089
H: 5.00949 0.64510 -0.78312  0.081
H: 4.72848 2.90659 -0.00120  0.117
H: 3.24247 4.74484 0.77956  0.107
H: 0.76780 4.34413 0.83727  0.130
C: -0.50785 2.30153 0.20975  -0.358
O: -1.14144 3.26067 0.60134  0.067
H: -2.99432 1.68982 0.23339  0.142

Forces on atoms 1 to 2 (eV/Å):
C -0.4 -0.2 -0.1
H 0.0 0.0 0.1

Output
Relative energy (zero: lowest compared OMol25 entry of this formula, charge and spin)   32.5 kcal per mole
HOMO energy   -8.44 eV
Energy   -32099.3747 eV
SMILES   COC(=O)/N=C/c1c(NCc2ccccc2)nc2c(C)cccn2c1=O
HOMO-LUMO gap   8.04 eV
2S+1   1
LUMO level   -0.40 eV